[1]
C3H5N3 | the ωB97M-V functional and the def2-TZVPD basis

Computed properties:
M   83.1 g mol⁻¹
Energy   -281.52145 hartree
Relative energy (zero: lowest compared OMol25 entry of this formula, charge and spin)   43.0 kcal/mol
HOMO level   -10.304 eV
SMILES string   Cc1cn[nH]n1
F_max   2.24 eV/Å
Charge   0

Geometry as XYZ:
```
11
Properties=species:S:1:pos:R:3:forces:R:3
C -1.6400 -0.3530 0.0521 0.0 -0.1 0.0
C -0.1554 -0.1838 -0.0199 0.1 -0.2 0.0
C 0.5660 1.0342 -0.2043 -0.1 0.3 -0.4
N 1.8248 0.7734 -0.3450 -0.7 0.8 -0.2
N 1.9360 -0.5886 -0.1827 0.2 0.9 0.2
N 0.7124 -1.1649 0.0598 0.0 0.5 0.4
H -2.1157 0.5260 0.5012 0.2 -0.2 -0.1
H -2.0645 -0.4754 -0.9506 0.1 0.0 0.1
H -1.8952 -1.2371 0.6380 0.0 0.1 -0.1
H 0.2275 2.0550 -0.1707 -0.3 0.1 -0.3
H 2.5509 -0.3750 0.6165 0.5 -2.2 0.2
```
Forces are in eV/Å.

Results of the Löwdin charge analysis, in e, for atoms 1 through 8: atom 1 (C): -0.04, atom 2 (C): -0.35, atom 3 (C): -0.12, atom 4 (N): 0.02, atom 5 (N): -0.08, atom 6 (N): 0.08, atom 7 (H): 0.08, atom 8 (H): 0.08


[2]
C3H5N3 | the ωB97M-V functional and the def2-TZVPD basis

Computed properties:
M   83.1 g mol⁻¹
Energy   -281.48692 hartree
Relative energy (zero: lowest compared OMol25 entry of this formula, charge and spin)   64.7 kcal/mol
HOMO level   -8.592 eV
SMILES string   Nc1ccn[nH]1
F_max   2.32 eV/Å
Charge   0

Geometry as XYZ:
```
11
Properties=species:S:1:pos:R:3:forces:R:3
N -1.8062 -0.1497 0.2970 -0.2 0.2 0.1
C -0.4528 0.0669 0.0427 0.0 0.5 0.3
C 0.4505 -0.9857 -0.1073 0.0 0.7 -0.1
C 1.7127 -0.3110 0.0634 0.1 0.3 -0.3
N 1.5793 0.9900 0.1742 0.1 -0.1 0.0
N 0.2393 1.2221 0.0878 -0.3 0.2 0.5
H -1.8794 -1.0169 0.8188 -0.1 0.2 -0.4
H -2.5081 -0.1013 -0.4279 0.2 0.3 -0.1
H 0.0221 -1.1547 -1.1095 0.6 -2.2 0.0
H 2.7016 -0.7282 0.2407 -0.2 0.0 -0.5
H -0.0587 2.1686 -0.0799 -0.2 0.0 0.5
```
Forces are in eV/Å.

Results of the Löwdin charge analysis, in e, for atoms 1 through 8: atom 1 (N): 0.11, atom 2 (C): -0.42, atom 3 (C): -0.10, atom 4 (C): -0.18, atom 5 (N): 0.03, atom 6 (N): 0.03, atom 7 (H): 0.09, atom 8 (H): 0.09


[3]
C3H5N3 | the ωB97M-V functional and the def2-TZVPD basis

Computed properties:
M   83.1 g mol⁻¹
Energy   -281.51904 hartree
Relative energy (zero: lowest compared OMol25 entry of this formula, charge and spin)   44.6 kcal/mol
HOMO level   -9.646 eV
SMILES string   Cc1nc[nH]n1
F_max   4.38 eV/Å
Charge   0

Geometry as XYZ:
```
11
Properties=species:S:1:pos:R:3:forces:R:3
C -0.2700 -1.4117 1.2263 -0.5 0.2 1.0
C -0.1372 -0.1931 0.2974 0.4 -0.3 0.2
N -0.1725 -0.4615 -1.0588 0.9 1.2 0.7
C 0.2054 0.7064 -1.5355 -0.5 0.5 -3.0
N 0.3857 1.6182 -0.6080 -0.5 -0.1 1.4
N 0.1257 1.1002 0.5957 0.0 -2.4 0.9
H 0.9010 -1.9900 1.4192 -4.0 1.8 -0.7
H -0.7283 -0.9483 2.3029 1.3 -1.9 -2.9
H -1.1024 -2.0923 0.5811 2.6 1.4 2.4
H 0.2790 1.0709 -2.5801 0.0 -0.9 0.6
H 0.5136 2.6012 -0.6401 0.2 0.6 -0.5
```
Forces are in eV/Å.

Results of the Löwdin charge analysis, in e, for atoms 1 through 8: atom 1 (C): -0.10, atom 2 (C): -0.47, atom 3 (N): 0.10, atom 4 (C): -0.23, atom 5 (N): -0.02, atom 6 (N): 0.07, atom 7 (H): 0.14, atom 8 (H): 0.11


Repeat the first record exactly.
C3H5N3 | the ωB97M-V functional and the def2-TZVPD basis

Computed properties:
M   83.1 g mol⁻¹
Energy   -281.52145 hartree
Relative energy (zero: lowest compared OMol25 entry of this formula, charge and spin)   43.0 kcal/mol
HOMO level   -10.304 eV
SMILES string   Cc1cn[nH]n1
F_max   2.24 eV/Å
Charge   0

Geometry as XYZ:
```
11
Properties=species:S:1:pos:R:3:forces:R:3
C -1.6400 -0.3530 0.0521 0.0 -0.1 0.0
C -0.1554 -0.1838 -0.0199 0.1 -0.2 0.0
C 0.5660 1.0342 -0.2043 -0.1 0.3 -0.4
N 1.8248 0.7734 -0.3450 -0.7 0.8 -0.2
N 1.9360 -0.5886 -0.1827 0.2 0.9 0.2
N 0.7124 -1.1649 0.0598 0.0 0.5 0.4
H -2.1157 0.5260 0.5012 0.2 -0.2 -0.1
H -2.0645 -0.4754 -0.9506 0.1 0.0 0.1
H -1.8952 -1.2371 0.6380 0.0 0.1 -0.1
H 0.2275 2.0550 -0.1707 -0.3 0.1 -0.3
H 2.5509 -0.3750 0.6165 0.5 -2.2 0.2
```
Forces are in eV/Å.

Results of the Löwdin charge analysis, in e, for atoms 1 through 8: atom 1 (C): -0.04, atom 2 (C): -0.35, atom 3 (C): -0.12, atom 4 (N): 0.02, atom 5 (N): -0.08, atom 6 (N): 0.08, atom 7 (H): 0.08, atom 8 (H): 0.08


Look up the F_max of the first one. 2.24 eV/Å


F_max of number 1 (C3H5N3)? 2.24 eV/Å